{"formula": "C30H55Cl40N2O", "method": "ωB97M-V/def2-TZVPD", "symbols": ["N", "C", "C", "C", "N", "C", "C", "C", "C", "C", "C", "C", "O", "H", "H", "H", "H", "H", "H", "H", "H", "H", "H", "H", "H", "H", "H", "H", "C", "Cl", "Cl", "H", "H", "C", "Cl", "Cl", "H", "H", "C", "Cl", "Cl", "H", "H", "C", "Cl", "Cl", "H", "H", "C", "Cl", "Cl", "H", "H", "C", "Cl", "Cl", "H", "H", "C", "Cl", "Cl", "H", "H", "C", "Cl", "Cl", "H", "H", "C", "Cl", "Cl", "H", "H", "C", "Cl", "Cl", "H", "H", "C", "Cl", "Cl", "H", "H", "C", "Cl", "Cl", "H", "H", "C", "Cl", "Cl", "H", "H", "C", "Cl", "Cl", "H", "H", "C", "Cl", "Cl", "H", "H", "C", "Cl", "Cl", "H", "H", "C", "Cl", "Cl", "H", "H", "C", "Cl", "Cl", "H", "H", "C", "Cl", "Cl", "H", "H", "C", "Cl", "Cl", "H", "H"], "xyz": [[2.92047, -2.22791, -0.01655], [3.26718, -1.59328, 1.26970], [2.60202, -0.11568, 1.36744], [1.05316, -0.36312, 1.62958], [0.23290, 0.88461, 1.58756], [-0.95020, 0.68538, 2.44505], [-1.95822, -0.42429, 1.94788], [-2.90412, -0.19519, 0.80987], [-3.89388, -1.22674, 0.34015], [-3.92402, -2.52197, 1.07589], [-2.98262, -2.76541, 2.20195], [-1.99852, -1.75558, 2.66118], [-1.11685, -2.00101, 3.74524], [1.96555, -2.61169, 0.09441], [2.73861, -2.19817, 2.09043], [4.37199, -1.58151, 1.49552], [2.77477, 0.49096, 0.43286], [3.10678, 0.40964, 2.24236], [0.62086, -1.09542, 0.88100], [0.98544, -0.80277, 2.67173], [-0.01710, 1.15865, 0.63305], [-0.65019, 0.43717, 3.49893], [-1.53347, 1.66488, 2.46866], [-2.86946, 0.80784, 0.29644], [-4.61568, -1.02481, -0.53628], [-4.65768, -3.30798, 0.77522], [-3.06908, -3.76038, 2.72764], [-1.64609, -1.89534, 4.56274], [-1.92616, -4.40496, -1.12355], [-0.45607, -3.53669, -0.68149], [-2.60278, -3.79226, -2.64192], [-1.69135, -5.46052, -1.24242], [-2.66367, -4.27640, -0.33372], [6.80727, -0.43023, 2.78680], [5.91843, 0.92959, 3.48792], [6.01196, -1.96619, 3.13509], [6.85950, -0.29969, 1.70878], [7.80866, -0.44747, 3.20561], [-5.60785, -6.66648, 1.72652], [-4.15848, -5.73809, 1.33101], [-6.87332, -6.44055, 0.51116], [-5.34937, -7.72149, 1.77189], [-5.98374, -6.33687, 2.69173], [-6.10722, 1.13697, -2.52463], [-5.50956, 2.64857, -3.22031], [-5.08935, 0.60983, -1.17451], [-7.11747, 1.28928, -2.16216], [-6.10235, 0.36851, -3.29449], [6.37885, -5.33495, 5.71897], [7.77510, -4.33917, 5.29051], [5.08266, -5.16654, 4.53192], [6.68801, -6.37673, 5.75856], [6.00855, -5.02225, 6.69243], [-9.85180, 2.91217, -2.78377], [-9.15438, 1.49498, -3.57627], [-8.63521, 3.85322, -1.90484], [-10.30308, 3.54663, -3.54268], [-10.61145, 2.57943, -2.08034], [7.16711, 0.76721, -1.42303], [5.74679, 1.11458, -0.43387], [8.59252, 0.46269, -0.41483], [6.96863, -0.11428, -2.02829], [7.36693, 1.61990, -2.06659], [-3.93781, -9.05409, 4.70363], [-3.19759, -8.82445, 3.11554], [-4.93962, -7.66768, 5.15351], [-4.56113, -9.94519, 4.67614], [-3.15120, -9.17539, 5.44439], [0.39494, 2.80940, -2.32044], [-0.62312, 1.79145, -1.29742], [0.21051, 2.39431, -4.02933], [0.10974, 3.84910, -2.17812], [1.43446, 2.66764, -2.03291], [-10.15452, -8.50664, 1.60210], [-11.19471, -9.92171, 1.80854], [-8.71608, -8.61220, 2.62126], [-9.84463, -8.44533, 0.56159], [-10.71407, -7.61512, 1.87418], [7.21945, 3.43524, -5.01469], [6.25593, 1.97141, -4.78183], [8.69881, 3.39138, -4.04540], [7.48950, 3.51913, -6.06671], [6.62780, 4.29800, -4.71560], [8.96613, 4.68198, -8.71465], [7.54299, 5.03100, -7.72413], [10.38846, 4.37578, -7.71081], [8.76603, 3.80132, -9.32018], [9.16469, 5.53567, -9.35825], [-1.49821, 5.00168, 3.45201], [-2.53112, 4.00531, 4.48395], [-1.72792, 4.60608, 1.74323], [-1.74678, 6.04608, 3.60804], [-0.45798, 4.82481, 3.71670], [-4.03881, 6.61415, -0.33061], [-5.41753, 5.59704, -0.75816], [-4.47939, 7.82512, 0.88086], [-3.25120, 5.98009, 0.07150], [-3.68448, 7.12282, -1.22406], [4.49503, 4.54984, -10.00047], [2.92636, 3.75054, -9.85650], [5.63678, 3.56332, -10.92287], [4.36080, 5.50121, -10.50938], [4.89902, 4.71655, -9.00500], [0.64515, 7.63969, 1.45283], [-0.76377, 8.11503, 2.40951], [2.01436, 7.22499, 2.48932], [0.38404, 6.77295, 0.84942], [0.92847, 8.46806, 0.80805], [-5.04007, -12.43914, 2.20710], [-6.03231, -10.98572, 2.05591], [-4.79453, -12.87517, 3.90363], [-5.53950, -13.26125, 1.70046], [-4.07208, -12.25438, 1.74724], [9.90090, 1.79255, 4.58943], [8.96085, 0.72308, 5.64003], [9.68514, 1.37142, 2.88741], [9.56915, 2.81657, 4.74328], [10.95407, 1.70287, 4.84475], [8.92838, 8.30466, -5.25742], [9.88544, 7.25623, -6.31041], [7.33386, 7.61118, -4.93600], [9.45412, 8.43072, -4.31413], [8.80127, 9.26989, -5.74158], [-10.06213, 2.83909, 2.05144], [-8.44049, 3.11980, 1.41438], [-11.27117, 2.82221, 0.75802], [-10.07930, 1.87884, 2.56105], [-10.30822, 3.63349, 2.75179]], "atomic_forces_ev_per_a": [[0.4348, 0.1028, 0.6113], [-1.8016, -0.1275, -1.0430], [0.0689, -0.9115, 0.7175], [1.0475, 0.3066, -0.3036], [-0.1660, -0.7263, 1.3945], [-1.2995, 0.6416, -0.7541], [-1.4955, -2.0551, -0.2055], [-0.0414, -2.0980, 1.0434], [1.9952, -1.1688, 2.5398], [1.8142, 2.4783, 0.5298], [-0.1339, 1.4102, -0.7141], [-1.9943, 1.0150, -2.5486], [-1.5738, 0.2512, -0.5831], [0.6280, 0.2071, 0.0004], [0.9408, 0.8158, -0.1726], [-1.3579, 0.2312, -0.6210], [-0.1367, -0.7959, 0.7302], [-0.9413, -0.1805, -0.7206], [0.8306, 0.4986, 0.8293], [-0.1067, 0.4608, -1.1870], [0.1885, -0.5003, 0.9627], [-0.1009, 0.2454, -1.1186], [0.5885, -1.1380, 0.0466], [0.0186, -1.2056, 0.6588], [2.0203, -1.6274, 2.3688], [0.8197, 0.9062, 0.3828], [0.3486, 1.3451, -0.5293], [0.4562, -0.1565, -0.6318], [0.2574, -0.0528, 0.3737], [-0.1169, -0.1021, 0.0114], [-0.1995, -0.0546, -0.0858], [0.0064, 0.1344, -0.1374], [0.1083, 0.1747, -0.2356], [0.0608, -0.2376, -0.1394], [0.0693, 0.1296, -0.0213], [0.4787, -0.0749, 0.3681], [-0.1863, 0.0323, 0.1306], [-0.2137, -0.0220, 0.0781], [0.0254, -0.1541, 0.1884], [-0.1136, -0.4872, 0.1031], [-0.0650, 0.0591, -0.1272], [-0.0262, 0.1241, -0.0996], [0.0187, 0.0547, -0.1644], [0.1036, 0.1341, 0.1437], [-0.0490, 0.0429, -0.1685], [-1.2649, 1.8502, -1.4541], [0.2404, 0.0871, 0.0844], [0.1430, 0.0821, 0.0901], [-0.1195, -0.0993, 0.0652], [0.1163, -0.0718, 0.1399], [-0.0212, -0.0712, 0.0752], [0.0113, 0.1297, -0.1071], [0.0404, 0.0833, -0.1523], [-0.1875, 0.2615, 0.0973], [-0.3117, -0.0348, -0.1910], [-0.2077, -0.0426, -0.2239], [0.1666, -0.0659, 0.0310], [0.1936, -0.0293, 0.0001], [-0.3360, 0.0992, -0.1898], [0.0229, -0.0247, -0.1114], [0.2104, -0.0323, -0.0742], [0.0197, 0.0050, 0.2039], [0.0717, -0.0636, 0.1765], [0.0387, -0.2482, 0.0686], [0.1153, -0.1210, 0.0720], [-0.0438, -0.0245, 0.0912], [-0.0094, 0.1540, -0.0937], [-0.0469, 0.1494, -0.1166], [0.1641, 0.0951, 0.1510], [-0.2049, 0.2440, -0.5813], [0.0447, 0.0968, -0.0495], [-0.0824, -0.1422, -0.0676], [-0.1289, -0.1590, -0.0473], [0.0372, 0.1930, -0.1435], [-0.0710, 0.0201, -0.0614], [-0.0166, 0.0016, 0.0950], [0.0332, -0.1043, 0.1344], [0.0562, -0.1507, 0.0785], [-0.0506, -0.0915, -0.1256], [-0.0934, 0.0406, -0.0454], [0.0566, 0.1173, -0.0020], [-0.0276, -0.3174, 0.6234], [0.0804, -0.1151, 0.0807], [0.1183, -0.0376, -0.2778], [-0.0949, 0.3671, -0.5932], [0.0196, -0.1688, -0.1535], [-0.0369, 0.0479, 0.1707], [-0.0304, -0.0139, 0.1882], [0.0869, 0.0598, 0.2325], [0.0256, 0.0217, 0.0403], [0.1215, 0.0093, -0.0751], [-0.1038, -0.2014, -0.0628], [-0.1179, -0.1286, -0.1052], [0.2028, -0.1217, -0.1239], [0.0406, -0.0434, -0.0746], [0.1017, 0.0462, 0.0298], [-0.2137, 0.1091, 0.0812], [-0.1760, 0.0149, 0.0923], [-0.0644, 0.1783, 0.1432], [0.0083, 0.0859, 0.0300], [0.1295, 0.0640, 0.0006], [-0.0092, -0.1731, -0.0458], [-0.0178, -0.1520, -0.1120], [0.0955, -0.0665, -0.2124], [-0.0296, 0.2375, -0.1669], [0.0084, -0.0244, -0.0835], [-0.0222, 0.0071, 0.2035], [-0.0326, -0.0147, 0.1862], [0.1064, -0.0138, -0.2325], [-0.0634, -0.0309, -0.0666], [0.0582, -0.0688, 0.0106], [-0.0395, 0.1031, 0.1521], [-0.0810, 0.0728, 0.1539], [0.0671, 0.1014, 0.0642], [0.1047, 0.0569, 0.0767], [0.1942, 0.2004, -0.0308], [-0.0955, -0.1557, -0.0613], [-0.1295, -0.1092, -0.0502], [0.1110, 0.1754, 0.0157], [0.0603, 0.2185, 0.1414], [-0.0373, 0.0756, 0.0596], [-0.0793, -0.1476, -0.0850], [-0.0625, -0.1623, -0.0157], [0.2258, -0.0009, 0.2166], [-0.0272, -0.0607, 0.2577], [-0.1635, -0.0205, 0.0290], [-0.0036, 0.0509, -0.1803], [-0.0023, -0.0134, -0.1886]], "mulliken_charge": [-0.897, 0.114, 0.095, -0.087, 0.275, -0.701, 0.490, -0.001, -0.243, -0.619, -0.181, 0.027, -0.506, 0.046, 0.197, -0.200, -0.049, -0.123, -0.176, 0.208, -0.227, 0.457, -0.139, 0.107, 0.398, 0.489, 0.206, 0.320, 0.355, -0.126, -0.205, 0.329, -0.411, 0.327, -0.156, -0.148, -0.235, 0.177, -0.091, -0.048, -0.189, 0.020, 0.263, -0.094, -0.134, -0.176, -0.026, 0.331, -0.268, -0.139, -0.123, 0.269, 0.248, -0.195, -0.157, -0.035, 0.298, 0.123, 0.120, -0.077, -0.187, 0.308, -0.167, -0.089, -0.133, -0.165, 0.061, 0.330, -0.314, -0.082, -0.189, 0.250, 0.271, -0.295, -0.169, -0.101, 0.250, 0.310, 0.305, -0.163, -0.190, -0.181, 0.199, -0.377, -0.079, -0.145, 0.309, 0.319, -0.304, -0.173, -0.094, 0.186, 0.354, 0.119, -0.073, -0.173, -0.148, 0.285, -0.030, -0.152, -0.165, 0.277, 0.064, -0.136, -0.143, -0.159, 0.112, 0.333, -0.348, -0.066, -0.165, 0.318, 0.265, -0.337, -0.132, -0.064, 0.255, 0.299, -0.320, -0.110, -0.141, 0.276, 0.295, -0.310, -0.080, -0.163, 0.283, 0.276], "total_charge": -1, "total_energy_ha": -19768.2688, "gap_ha": 0.092, "homo_ev": -1.04}